No. 1
Below is a cluster of 5 separate species, C40H86BrINO21P4S in total in a non-equilibrium geometry, with properties calculated with the ωB97M-V functional and the def2-TZVPD basis.

Geometry as XYZ:
```
155
Properties=species:S:1:pos:R:3
C -1.24 -3.92 -0.85
C -0.41 -2.83 -0.22
O 0.68 -2.47 -1.06
C 1.58 -1.59 -0.42
C 2.19 -0.55 -1.30
O 1.33 0.44 -1.94
N -0.01 0.32 -1.69
C -0.46 0.82 -0.52
C 0.51 1.43 0.46
C 0.34 2.98 0.56
C 0.71 3.41 1.99
I 1.80 3.87 -0.78
C -1.80 0.76 -0.23
Br -2.40 1.41 1.44
C -2.70 0.23 -1.15
C -4.16 0.20 -0.85
C -4.67 -1.20 -0.38
C -5.47 -1.12 0.92
C -6.91 -0.70 0.69
C -7.77 -1.77 0.00
C -9.26 -1.46 0.18
C -9.70 -0.17 -0.55
C -9.73 1.10 0.30
C -9.70 2.34 -0.62
C -8.28 2.74 -1.00
O -8.24 3.47 -2.22
C -8.27 2.64 -3.37
C -2.17 -0.24 -2.36
C -3.17 -0.80 -3.34
S -3.79 0.53 -4.42
O -5.22 0.40 -4.44
O -3.33 1.76 -3.84
C -0.82 -0.19 -2.64
C -0.32 -0.65 -3.99
C 1.03 -1.37 -4.08
C -0.19 0.65 -4.87
C -0.48 0.35 -6.35
H -2.11 -4.07 -0.20
H -1.63 -3.65 -1.83
H -0.73 -4.88 -0.87
H -1.06 -1.96 -0.07
H -0.01 -3.20 0.73
H 2.40 -2.18 0.00
H 1.06 -1.17 0.45
H 2.90 0.00 -0.68
H 2.81 -1.03 -2.06
H 1.53 1.25 0.17
H 0.31 0.98 1.43
H -0.65 3.31 0.29
H 0.61 2.59 2.70
H 1.74 3.76 2.05
H 0.05 4.21 2.31
H -4.45 1.00 -0.17
H -4.68 0.44 -1.78
H -5.33 -1.59 -1.16
H -3.81 -1.88 -0.33
H -5.47 -2.11 1.39
H -4.96 -0.42 1.59
H -7.36 -0.46 1.65
H -6.96 0.21 0.07
H -7.58 -2.73 0.49
H -7.55 -1.84 -1.06
H -9.85 -2.27 -0.24
H -9.48 -1.41 1.24
H -10.69 -0.30 -0.99
H -9.02 0.00 -1.39
H -10.64 1.18 0.89
H -8.88 1.18 0.99
H -10.20 3.18 -0.14
H -10.23 2.10 -1.54
H -7.63 1.87 -1.10
H -7.84 3.40 -0.25
H -8.53 1.61 -3.11
H -7.32 2.67 -3.91
H -9.04 3.01 -4.05
H -4.07 -1.15 -2.83
H -2.79 -1.65 -3.90
H -3.33 0.33 -5.67
H -1.04 -1.27 -4.51
H 1.20 -1.56 -5.15
H 1.05 -2.35 -3.61
H 1.86 -0.75 -3.78
H 0.78 1.13 -4.74
H -0.99 1.31 -4.55
H -0.59 1.29 -6.87
H 0.27 -0.29 -6.80
H -1.43 -0.19 -6.44
C 6.23 8.64 -2.34
O 5.88 8.00 -1.09
P 5.34 8.96 0.10
O 6.53 9.64 0.64
O 4.87 7.70 1.03
C 4.43 6.46 0.49
O 4.06 9.86 0.43
C 4.06 10.53 1.70
H 6.58 7.87 -3.02
H 5.37 9.14 -2.78
H 7.03 9.36 -2.18
H 5.26 5.75 0.49
H 4.06 6.56 -0.53
H 3.63 6.07 1.12
H 4.73 11.39 1.68
H 4.36 9.84 2.50
H 3.04 10.87 1.87
C 5.66 0.90 0.14
O 6.33 -0.27 0.61
P 6.94 -1.26 -0.53
O 5.76 -1.94 -1.09
O 7.75 -2.16 0.53
C 8.29 -1.65 1.76
O 8.08 -1.27 -1.65
C 8.18 -2.45 -2.45
H 5.28 1.44 1.01
H 6.32 1.56 -0.42
H 4.81 0.61 -0.49
H 7.60 -1.87 2.58
H 8.47 -0.58 1.72
H 9.23 -2.16 1.95
H 7.39 -2.49 -3.19
H 8.16 -3.34 -1.83
H 9.14 -2.39 -2.96
C 4.34 -0.50 3.56
O 3.07 -1.14 3.78
P 2.59 -1.32 5.33
O 3.40 -2.42 5.87
O 1.09 -1.80 4.89
C 0.44 -1.36 3.71
O 2.11 -0.41 6.55
C 1.75 -1.09 7.76
H 4.51 -0.48 2.48
H 4.34 0.52 3.94
H 5.14 -1.07 4.03
H 0.58 -2.11 2.93
H 0.82 -0.40 3.36
H -0.63 -1.27 3.92
H 2.65 -1.41 8.29
H 1.11 -1.95 7.55
H 1.21 -0.38 8.37
C 2.00 -5.28 4.36
O 2.73 -5.58 3.15
P 2.64 -7.09 2.56
O 3.50 -7.91 3.43
O 3.36 -6.69 1.16
C 3.24 -5.39 0.58
O 1.55 -8.06 1.89
C 2.02 -9.37 1.51
H 2.18 -4.24 4.61
H 0.93 -5.43 4.22
H 2.36 -5.91 5.18
H 4.11 -4.79 0.86
H 2.34 -4.88 0.92
H 3.21 -5.49 -0.50
H 2.12 -10.00 2.39
H 2.96 -9.30 0.98
H 1.26 -9.78 0.85
```

Values from the calculation:
Charge: +1

Mulliken population analysis, charges in e, atoms 1 to 6: atom 1 (C): -1.634, atom 2 (C): 0.977, atom 3 (O): -0.344, atom 4 (C): 0.040, atom 5 (C): -0.715, atom 6 (O): -0.190



No. 2
Below is a structure of composition C40H87Cl6N10O14SY in a non-equilibrium geometry, with properties calculated with the ωB97M-V functional and the def2-TZVPD basis.

Geometry as XYZ:
```
159
Properties=species:S:1:pos:R:3
Y 2.57 -3.37 -1.33
C -1.16 -1.15 -1.83
C -0.73 -0.12 -0.74
C -2.10 0.24 -0.08
C -1.97 1.01 1.25
C -0.92 0.23 2.11
C 0.52 0.03 1.53
N 0.25 -0.69 0.23
O 1.38 -1.39 -0.32
C 1.35 -0.84 2.53
C 1.29 1.42 1.46
C -0.13 1.15 -1.41
H -0.32 -1.36 -2.49
H -1.98 -0.85 -2.48
H -1.42 -2.17 -1.53
H -2.68 -0.68 0.05
H -2.64 0.90 -0.76
H -2.90 1.06 1.80
H -1.71 2.04 1.02
H -1.28 -0.75 2.43
H -0.89 0.84 3.01
H 1.03 -1.88 2.46
H 1.18 -0.48 3.55
H 2.42 -0.72 2.42
H 1.83 1.70 2.37
H 0.73 2.32 1.20
H 2.16 1.38 0.82
H -0.13 1.99 -0.72
H -0.62 1.42 -2.34
H 0.87 0.85 -1.71
C 4.78 0.30 -1.12
C 5.30 -1.14 -1.22
O 4.45 -2.05 -1.10
N 6.63 -1.31 -1.30
C 7.29 -2.62 -1.40
H 4.40 0.32 -0.10
H 3.88 0.57 -1.66
H 5.54 1.08 -1.21
H 7.21 -0.49 -1.34
H 6.84 -3.25 -2.17
H 7.37 -3.22 -0.49
H 8.33 -2.43 -1.63
C 0.45 6.97 5.03
C 1.43 6.29 4.05
O 1.58 6.70 2.87
N 2.12 5.22 4.51
C 3.05 4.48 3.68
H -0.22 6.26 5.51
H -0.10 7.80 4.59
H 1.07 7.38 5.83
H 1.98 4.87 5.45
H 2.59 3.77 2.98
H 3.70 3.85 4.27
H 3.59 5.26 3.15
C -4.68 -2.76 -2.40
C -5.15 -3.88 -1.53
O -4.38 -4.38 -0.65
N -6.35 -4.34 -1.83
C -7.09 -5.40 -1.12
H -5.57 -2.26 -2.78
H -4.04 -3.08 -3.22
H -4.17 -2.03 -1.77
H -6.75 -3.95 -2.67
H -6.77 -5.52 -0.09
H -6.86 -6.37 -1.56
H -8.15 -5.15 -1.08
C -1.04 -5.98 0.23
C -0.28 -4.64 0.27
O 0.89 -4.49 -0.29
N -0.80 -3.53 0.88
C -2.13 -3.38 1.56
H -0.41 -6.87 0.23
H -1.76 -6.10 -0.58
H -1.54 -6.16 1.19
H -0.26 -2.68 0.90
H -2.71 -4.31 1.48
H -2.69 -2.51 1.22
H -2.02 -3.32 2.64
C 0.29 5.74 -2.35
C 0.44 6.03 -0.85
O -0.23 6.92 -0.40
N 1.39 5.55 -0.07
C 2.33 4.46 -0.30
H 1.04 5.03 -2.69
H 0.35 6.64 -2.97
H -0.72 5.34 -2.48
H 1.37 5.88 0.88
H 3.27 4.89 -0.63
H 1.98 3.86 -1.13
H 2.55 3.91 0.62
C 4.88 -3.14 2.50
C 3.45 -3.52 2.05
O 3.22 -3.61 0.86
N 2.54 -3.97 2.93
C 2.59 -3.84 4.37
H 4.99 -2.06 2.54
H 5.68 -3.51 1.86
H 5.11 -3.64 3.44
H 1.72 -4.47 2.61
H 1.68 -4.15 4.89
H 2.83 -2.85 4.75
H 3.35 -4.41 4.90
C -1.15 -4.60 -3.77
C 0.32 -4.47 -3.88
O 1.06 -4.14 -2.92
N 0.84 -4.64 -5.09
C 2.21 -4.54 -5.42
H -1.67 -4.60 -4.72
H -1.55 -3.90 -3.02
H -1.30 -5.57 -3.30
H 0.30 -5.01 -5.86
H 2.32 -3.59 -5.95
H 2.55 -5.40 -5.99
H 2.95 -4.43 -4.63
C -4.55 3.29 -0.31
C -4.86 3.36 1.19
O -4.32 4.27 1.84
N -5.85 2.53 1.59
C -6.27 2.38 2.99
H -3.51 3.59 -0.42
H -5.17 3.99 -0.87
H -4.70 2.31 -0.78
H -6.40 2.06 0.88
H -7.32 2.09 3.02
H -6.01 3.32 3.47
H -5.66 1.56 3.38
C 1.62 -0.27 -4.52
C 2.79 -1.12 -4.11
O 2.61 -1.93 -3.17
N 3.92 -1.02 -4.87
C 5.20 -1.76 -4.70
H 1.55 0.49 -3.75
H 0.62 -0.66 -4.67
H 1.88 0.29 -5.43
H 4.01 -0.32 -5.59
H 5.95 -1.07 -4.31
H 5.37 -2.16 -5.70
H 5.12 -2.69 -4.13
C -2.82 4.16 -5.39
Cl -1.98 3.48 -3.95
Cl -2.26 5.78 -5.87
Cl -4.55 4.25 -5.03
H -2.66 3.42 -6.17
C -4.68 0.88 -5.11
Cl -4.22 0.77 -3.47
Cl -5.53 -0.61 -5.48
Cl -3.33 1.07 -6.22
H -5.28 1.78 -5.22
C -1.06 2.39 8.10
C -0.57 3.80 8.15
O 0.29 4.00 7.11
S 0.46 2.75 6.10
O 1.85 2.41 6.00
O -0.33 3.10 4.88
O -0.40 1.72 7.05
H -2.12 2.23 7.89
H -0.79 1.79 8.97
H -0.04 4.00 9.08
H -1.44 4.46 8.08
```

Values from the calculation:
Charge: +2

Mulliken population analysis, charges in e, atoms 1 to 6: atom 1 (Y): 1.522, atom 2 (C): -0.854, atom 3 (C): 2.784, atom 4 (C): -0.577, atom 5 (C): -0.654, atom 6 (C): -1.640



No. 3
Below is a cluster of 13 separate species, C40H89I2NO16 in total in a non-equilibrium geometry, with properties calculated with the ωB97M-V functional and the def2-TZVPD basis.

Geometry as XYZ:
```
148
Properties=species:S:1:pos:R:3
C 9.95 -0.31 4.46
C 9.61 -1.17 3.23
C 8.25 -0.83 2.60
C 7.13 -0.62 3.62
C 5.83 -1.30 3.19
C 4.66 -1.01 4.15
C 3.44 -0.53 3.42
C 3.41 0.55 2.65
C 2.15 0.93 1.99
O 1.85 2.08 1.82
C 1.29 -0.23 1.56
C 0.58 -0.22 0.35
C 0.66 0.99 -0.53
O -0.45 1.91 -0.43
C -1.21 1.79 0.76
C -2.16 3.00 0.80
C -0.16 -1.38 -0.03
C -0.83 -1.38 -1.40
C -2.35 -1.57 -1.52
N -3.12 -0.89 -0.48
C -0.16 -2.51 0.81
C -0.81 -3.77 0.30
I -2.81 -4.06 1.06
C 0.12 -5.01 0.43
C -0.42 -6.27 1.07
I 0.68 -5.58 -1.61
C 0.51 -2.49 2.05
O 0.50 -3.60 2.85
C -0.28 -3.52 4.09
C -1.16 -4.73 4.30
C -0.34 -5.97 4.71
C 0.02 -5.99 6.20
C 1.28 -1.35 2.40
C 2.16 -1.28 3.61
O 1.92 -1.73 4.69
H 9.42 0.63 4.47
H 9.70 -0.86 5.37
H 11.01 -0.10 4.52
H 9.66 -2.22 3.51
H 10.39 -1.00 2.49
H 8.00 -1.62 1.90
H 8.41 0.08 2.03
H 6.92 0.45 3.70
H 7.39 -1.01 4.60
H 6.00 -2.37 3.15
H 5.60 -0.99 2.17
H 4.94 -0.27 4.90
H 4.37 -1.92 4.67
H 4.26 1.20 2.49
H 0.69 0.67 -1.57
H 1.57 1.55 -0.39
H -1.83 0.89 0.76
H -0.60 1.82 1.66
H -2.34 3.27 1.84
H -3.12 2.77 0.37
H -1.65 3.81 0.29
H -0.59 -0.50 -1.97
H -0.37 -2.21 -1.95
H -2.62 -2.62 -1.60
H -2.62 -1.15 -2.49
H -3.29 0.06 -0.79
H -4.05 -1.31 -0.45
H -0.96 -3.64 -0.76
H 1.06 -4.71 0.87
H -0.62 -6.12 2.13
H 0.35 -7.04 1.01
H -1.27 -6.66 0.54
H -0.85 -2.59 4.08
H 0.43 -3.52 4.90
H -1.83 -4.93 3.49
H -1.78 -4.48 5.16
H 0.54 -6.07 4.09
H -1.00 -6.83 4.52
H -0.66 -5.37 6.78
H 1.04 -5.67 6.37
H -0.10 -7.00 6.58
C 3.15 3.38 -2.38
O 2.42 4.46 -1.80
H 3.60 3.73 -3.30
H 3.93 3.04 -1.70
H 2.47 2.55 -2.60
H 2.01 4.15 -0.99
C 4.70 -6.22 0.41
O 4.20 -5.78 -0.84
H 5.73 -5.86 0.51
H 4.11 -5.81 1.24
H 4.71 -7.31 0.48
H 3.30 -6.09 -0.92
C -5.08 -4.34 -2.63
O -5.38 -3.19 -1.83
H -4.03 -4.30 -2.89
H -5.28 -5.25 -2.07
H -5.67 -4.33 -3.55
H -6.32 -3.23 -1.60
C -2.46 6.62 1.43
O -3.02 6.22 0.18
H -2.75 5.89 2.18
H -1.37 6.65 1.36
H -2.84 7.61 1.71
H -2.75 6.87 -0.48
C 2.71 3.66 -6.49
O 2.97 4.97 -5.97
H 3.21 3.56 -7.45
H 3.11 2.90 -5.81
H 1.64 3.51 -6.62
H 2.52 5.03 -5.13
C -5.24 8.15 3.88
O -4.70 9.45 3.67
H -4.89 7.51 3.07
H -4.91 7.74 4.83
H -6.33 8.17 3.85
H -5.01 10.02 4.38
C -5.83 -1.03 -5.09
O -6.69 -1.00 -3.95
H -6.02 -0.14 -5.68
H -4.78 -1.03 -4.77
H -6.02 -1.91 -5.70
H -6.51 -1.79 -3.44
C -6.94 2.06 -7.79
O -7.06 0.81 -8.45
H -6.44 2.75 -8.46
H -7.93 2.46 -7.55
H -6.35 1.97 -6.88
H -7.51 0.21 -7.85
C 4.68 5.49 0.52
O 5.31 6.62 1.12
H 5.42 5.00 -0.11
H 4.34 4.78 1.28
H 3.83 5.80 -0.10
H 4.66 7.05 1.68
C -6.79 7.42 0.28
O -5.88 6.60 1.01
H -7.41 7.94 1.00
H -6.25 8.16 -0.32
H -7.43 6.82 -0.38
H -5.32 6.14 0.37
C -0.75 2.26 -3.72
O 0.19 1.38 -4.34
H -1.74 2.04 -4.13
H -0.76 2.11 -2.64
H -0.50 3.31 -3.95
H 1.05 1.60 -3.98
C -3.03 -5.47 -5.73
O -4.22 -4.68 -5.84
H -2.21 -4.79 -5.53
H -3.11 -6.19 -4.92
H -2.83 -6.00 -6.67
H -4.95 -5.28 -6.03
```

Values from the calculation:
Charge: 0

Mulliken population analysis, charges in e, atoms 1 to 6: atom 1 (C): -1.107, atom 2 (C): -0.553, atom 3 (C): -0.793, atom 4 (C): -0.405, atom 5 (C): -0.804, atom 6 (C): -1.020



Number 1: orbital gap 7.4 eV. Number 2: orbital gap 5.4 eV. Number 3: orbital gap 8.2 eV.